Version a
A structure of composition C36H44AsN4O9P2STi. Source: the OMol25 dataset; level of theory: wB97M-V/def2-TZVPD.

Geometry as ORCA input:
```
! RIJCOSX wB97M-V def2-TZVPD def2/J DEFGRID3
* xyz 0 2
Ti -0.64998 -1.80836 0.75063
O -0.88658 -0.99137 4.29677
As -0.37791 -2.63545 3.94349
O 0.68297 -3.12955 5.06603
O 0.15016 -2.58369 2.31289
C -1.97915 -3.71183 4.00090
C -2.03914 -4.52752 5.12128
C -3.12861 -5.36997 5.32487
C -4.16104 -5.40402 4.41068
C -4.11337 -4.59873 3.27687
C -3.02627 -3.76552 3.07692
S -3.04478 -2.81555 1.58691
O -4.39786 -2.75322 1.11982
O -2.43041 -1.49313 1.92590
O -2.07439 -3.43807 0.63545
H -0.38531 -0.72112 5.07845
H -1.21528 -4.49713 5.82375
H -3.16204 -5.99750 6.20542
H -5.01149 -6.05326 4.56976
H -4.91398 -4.60492 2.55195
C -1.99740 3.62829 -2.29699
P -2.14376 2.09890 -3.31687
C -3.63565 2.60550 -4.26790
C -0.78975 2.37831 -4.53867
C -1.07324 2.74198 -5.85592
C -0.06698 2.90693 -6.79688
C 1.25440 2.71005 -6.42987
C 1.54010 2.33619 -5.12655
C 0.54162 2.15567 -4.17467
P 0.98476 1.60970 -2.45478
C 2.30385 2.83312 -2.07183
C 2.01568 0.13755 -2.83315
H -1.93691 4.52063 -2.92231
H -1.11891 3.57433 -1.65598
H -2.87821 3.70210 -1.65518
H -3.54192 3.59494 -4.71878
H -4.47624 2.62892 -3.57182
H -3.87193 1.87595 -5.04271
H -2.09395 2.90211 -6.17014
H -0.31845 3.19031 -7.81095
H 2.05196 2.83898 -7.14972
H 2.57457 2.17498 -4.84689
H 3.11462 2.83114 -2.80205
H 2.72288 2.61074 -1.08852
H 1.86644 3.83204 -2.03484
H 2.71961 0.31367 -3.64768
H 1.37653 -0.70933 -3.08422
H 2.58418 -0.12362 -1.94107
C -4.32799 0.80735 0.66414
N -3.04276 0.70363 -0.01803
C -1.93035 1.36867 0.65045
C -2.76549 -0.35734 -0.81159
O -1.62963 -0.92257 -0.74675
N -3.68928 -0.81688 -1.66255
C -3.52414 -2.10181 -2.31855
C -4.79677 -0.00679 -2.13125
H -4.14198 0.81320 1.73925
H -4.94730 -0.05873 0.44495
H -4.86009 1.72179 0.39134
H -1.67576 0.87725 1.59479
H -2.23001 2.39521 0.86264
H -1.05632 1.37843 0.00347
H -2.67491 -2.62908 -1.89897
H -3.36717 -1.94967 -3.38883
H -4.42056 -2.70411 -2.16378
H -4.62037 1.03716 -1.89061
H -5.74745 -0.32734 -1.69929
H -4.85681 -0.10582 -3.21632
O 1.08637 -2.38302 -0.30703
C 1.66622 -1.39334 0.21150
N 2.97789 -1.27889 0.50680
C 3.16425 -0.11637 1.38129
C 1.71791 0.47030 1.38473
O 1.38377 1.48327 1.94945
N 0.91565 -0.34362 0.62524
C 4.13572 0.90316 0.80342
C 4.29488 2.12757 1.44925
C 5.16254 3.07627 0.93765
C 5.89526 2.81016 -0.21356
C 5.75316 1.58791 -0.84660
C 4.87301 0.63819 -0.34161
C 3.61157 -0.57621 2.76314
C 4.86535 -1.17811 2.86449
C 5.31771 -1.66602 4.07715
C 4.51960 -1.55241 5.20905
C 3.27981 -0.94776 5.11454
C 2.82517 -0.45381 3.89824
H 3.50209 -2.12790 0.65699
H 3.72335 2.33642 2.34352
H 5.27096 4.02813 1.44100
H 6.57584 3.55280 -0.60919
H 6.32321 1.36790 -1.74018
H 4.75775 -0.31006 -0.84920
H 5.50304 -1.24996 1.98919
H 6.29223 -2.13201 4.14052
H 4.86367 -1.94105 6.15826
H 2.64860 -0.87466 5.98994
H 1.85510 0.02041 3.83571
*
```

Calculated values
**E_LUMO (alpha / beta)**: 0.4 / 0.4 eV
**HOMO energy (alpha / beta)**: -8.025 / -8.025 eV
**Expectation value of S²**: 0.7516
**Frontier orbital gap (alpha / beta)**: 8.4 / 8.4 eV
**Molar mass**: 893.571 u

Charges in e, computed with Löwdin, in the same order as the atoms: Ti 1.112; O -0.232; As 0.936; O -0.428; O -0.483; C -0.218; C -0.074; C -0.058; C -0.058; C -0.045; C -0.254; S 0.552; O -0.264; O -0.385; O -0.351; H 0.048; H 0.101; H 0.110; H 0.110; H 0.113; C -0.291; P 0.900; C -0.323; C -0.397; C -0.102; C -0.084; C -0.082; C -0.108; C -0.392; P 0.912; C -0.274; C -0.267; H 0.044; H 0.010; H 0.031; H 0.040; H 0.024; H 0.038; H 0.079; H 0.102; H 0.102; H 0.090; H 0.033; H 0.018; H 0.040; H 0.036; H 0.045; H 0.005; C -0.040; N -0.116; C -0.041; C -0.498; O -0.109; N -0.105; C -0.011; C -0.057; H 0.099; H 0.082; H 0.091; H 0.085; H 0.098; H 0.056; H 0.084; H 0.097; H 0.100; H 0.062; H 0.099; H 0.090; O -0.023; C -0.592; N 0.190; C -0.248; C -0.407; O 0.098; N 0.097; C -0.162; C -0.020; C -0.069; C -0.091; C -0.084; C -0.050; C -0.137; C -0.032; C -0.072; C -0.078; C -0.069; C -0.014; H 0.167; H 0.121; H 0.105; H 0.101; H 0.103; H 0.105; H 0.118; H 0.103; H 0.104; H 0.105; H 0.103

=====

Version b
A structure of composition C36H44AsN4O9P2STi. Source: the OMol25 dataset; level of theory: wB97M-V/def2-TZVPD.

Geometry as ORCA input:
```
! RIJCOSX wB97M-V def2-TZVPD def2/J DEFGRID3
* xyz 0 2
Ti 0.95540 0.34464 0.42714
O 3.08293 4.20967 1.18296
As 1.51692 3.47292 0.82936
O 0.72683 4.31267 -0.31975
O 2.04184 1.93093 0.34287
C 0.71195 3.66339 2.60828
C 0.95201 4.98868 3.00020
C 0.52997 5.49010 4.21503
C -0.14257 4.65935 5.09522
C -0.40938 3.35816 4.72358
C -0.01292 2.84578 3.48566
S -0.70580 1.19334 3.29551
O -2.11949 1.40197 3.13715
O -0.28772 0.46854 4.46659
O -0.10804 0.59983 2.06806
H 3.24642 4.88395 0.51100
H 1.49512 5.64576 2.33571
H 0.73661 6.52050 4.47179
H -0.46827 5.02256 6.06089
H -0.94990 2.70537 5.39556
C 4.14201 0.67871 2.20444
P 2.82401 -0.57033 1.98775
C 2.51529 -1.07889 3.70116
C 3.69731 -1.95406 1.19332
C 4.35306 -2.92897 1.94022
C 4.97906 -3.99471 1.31872
C 4.95972 -4.09157 -0.06429
C 4.31168 -3.12648 -0.81570
C 3.66716 -2.05027 -0.20401
P 2.75959 -0.79091 -1.19738
C 4.09708 0.27263 -1.84963
C 2.31055 -1.76444 -2.68052
H 5.00815 0.25114 2.71147
H 3.74719 1.50352 2.80048
H 4.43885 1.08801 1.24101
H 3.44846 -1.22985 4.24541
H 1.91567 -1.98538 3.69866
H 1.93159 -0.29797 4.18840
H 4.35752 -2.86584 3.02040
H 5.47182 -4.75439 1.91200
H 5.43488 -4.92801 -0.55959
H 4.30095 -3.23201 -1.89141
H 4.89188 -0.31850 -2.30600
H 4.50875 0.88032 -1.04495
H 3.67541 0.94928 -2.59508
H 3.20054 -2.04755 -3.24230
H 1.65950 -1.18940 -3.33532
H 1.77791 -2.66408 -2.37537
C -2.54451 4.02792 -1.63658
N -2.23667 2.72873 -1.05361
C -2.74927 2.53696 0.29435
C -1.09771 2.07699 -1.38555
O -0.45771 1.47023 -0.49596
N -0.67989 2.12441 -2.66475
C 0.68970 1.75909 -2.96615
C -1.60620 2.09020 -3.78281
H -2.39054 4.79844 -0.87810
H -3.57916 4.06356 -1.98325
H -1.87847 4.24320 -2.46535
H -3.80939 2.78926 0.30017
H -2.22745 3.17901 1.01042
H -2.62660 1.50762 0.61211
H 1.34043 2.09548 -2.16016
H 0.98787 2.26665 -3.88423
H 0.77064 0.67894 -3.09188
H -2.62981 2.08278 -3.42055
H -1.43642 1.17238 -4.35057
H -1.46352 2.94955 -4.44212
O -0.89690 -1.09621 -2.01445
C -0.60221 -1.88414 -1.13496
N -0.97803 -3.20949 -1.11126
C -0.60619 -3.84737 0.14001
C 0.20143 -2.69834 0.79337
O 0.75256 -2.78781 1.87133
N 0.14636 -1.59341 0.00315
C -1.83644 -4.19346 0.96715
C -2.48584 -5.40615 0.75920
C -3.65942 -5.70081 1.43731
C -4.19074 -4.78655 2.33550
C -3.54482 -3.57778 2.55047
C -2.37327 -3.28037 1.86950
C 0.32098 -5.04157 -0.05982
C 0.80056 -5.72378 1.05734
C 1.66418 -6.79477 0.90441
C 2.05491 -7.20640 -0.36440
C 1.57786 -6.53512 -1.47732
C 0.71691 -5.45397 -1.32497
H -1.81275 -3.47370 -1.60898
H -2.06317 -6.13007 0.07214
H -4.15416 -6.64854 1.26766
H -5.10274 -5.01737 2.87065
H -3.94771 -2.86126 3.25428
H -1.87791 -2.33533 2.05854
H 0.49706 -5.40419 2.04528
H 2.03149 -7.31471 1.78024
H 2.72382 -8.04988 -0.48129
H 1.86802 -6.85341 -2.47112
H 0.33720 -4.93733 -2.19651
*
```

Calculated values
**E_LUMO (alpha / beta)**: 0.4 / 0.5 eV
**HOMO energy (alpha / beta)**: -7.818 / -8.861 eV
**Expectation value of S²**: 0.7523
**Frontier orbital gap (alpha / beta)**: 8.3 / 9.3 eV
**Molar mass**: 893.571 u

Charges in e, computed with Löwdin, in the same order as the atoms: Ti 0.779; O -0.242; As 0.929; O -0.421; O -0.563; C -0.197; C -0.109; C -0.067; C -0.059; C -0.068; C -0.226; S 0.484; O -0.280; O -0.294; O -0.446; H 0.052; H 0.096; H 0.108; H 0.110; H 0.116; C -0.230; P 0.902; C -0.230; C -0.362; C -0.072; C -0.068; C -0.072; C -0.084; C -0.348; P 0.908; C -0.233; C -0.237; H 0.052; H 0.050; H 0.025; H 0.047; H 0.043; H 0.030; H 0.100; H 0.107; H 0.106; H 0.093; H 0.049; H 0.032; H 0.042; H 0.043; H 0.031; H 0.040; C -0.043; N -0.114; C -0.026; C -0.470; O -0.113; N -0.115; C -0.032; C -0.038; H 0.095; H 0.091; H 0.083; H 0.098; H 0.094; H 0.084; H 0.071; H 0.101; H 0.060; H 0.092; H 0.096; H 0.091; O 0.055; C -0.555; N 0.161; C -0.270; C -0.440; O 0.062; N 0.042; C -0.141; C -0.028; C -0.079; C -0.088; C -0.064; C -0.001; C -0.157; C -0.021; C -0.072; C -0.096; C -0.086; C -0.037; H 0.161; H 0.119; H 0.102; H 0.101; H 0.108; H 0.120; H 0.124; H 0.103; H 0.099; H 0.100; H 0.104

=====

Short version: version a is the least stable of them.

=====

Version a
The molecule C5H10N2S2. Source: the OMol25 dataset; level of theory: wB97M-V/def2-TZVPD.

Geometry as ORCA input:
```
! RIJCOSX wB97M-V def2-TZVPD def2/J DEFGRID3
* xyz 0 1
C -2.19045 1.29219 0.14809
C -0.25924 2.64559 -1.10197
C 0.57410 -2.14735 1.79117
C 1.31051 -1.65939 0.58582
C 0.61179 -0.73813 -0.33688
N -1.37865 0.37838 0.29184
N -0.09381 0.38512 0.14915
S -1.94067 2.78619 -0.75241
S 0.35537 2.33116 -2.75502
H -3.15914 1.16339 0.53610
H 0.52679 2.89020 -0.46910
H -0.08108 -1.38441 2.20317
H -0.11517 -2.98329 1.51720
H 1.30827 -2.47068 2.41645
H 1.82374 -2.45013 0.07393
H 2.08076 -1.11351 0.95450
H 1.35671 -0.38272 -1.00530
H -0.00118 -1.34354 -0.96475
H -0.72865 2.80092 -3.28200
*
```

Calculated values
**E_LUMO (alpha / beta)**: -0.3 / -0.2 eV
**HOMO energy (alpha / beta)**: -7.858 / -7.835 eV
**Frontier orbital gap (alpha / beta)**: 7.6 / 7.7 eV
**Molar mass**: 162.283 u

Charges in e, computed with Löwdin, in the same order as the atoms: C -0.474; C -0.859; C -0.093; C -0.264; C -0.261; N -0.053; N 0.012; S 0.859; S 0.685; H 0.058; H -0.022; H 0.070; H 0.092; H 0.036; H 0.116; H 0.071; H 0.102; H 0.108; H -0.182

=====

Version b
A cluster of 2 separate species, C5H10N2S2 in total. Source: the OMol25 dataset; level of theory: wB97M-V/def2-TZVPD.

Geometry as ORCA input:
```
! RIJCOSX wB97M-V def2-TZVPD def2/J DEFGRID3
* xyz 0 1
C -4.33716 -1.13166 0.03025
C -3.13123 -0.63757 -0.23402
N -2.72732 0.66357 0.08238
C -1.51266 1.18241 -0.17617
S -1.02934 2.70158 0.18946
H -4.58223 -2.15063 -0.24313
H -5.10866 -0.54434 0.52156
H -2.35917 -1.22351 -0.72462
H -3.39095 1.27638 0.54368
H -0.84832 0.47057 -0.67396
C 3.40736 -1.09809 0.43057
C 2.70792 0.16040 -0.02036
N 3.51942 1.18043 -0.33306
S 1.06196 0.27279 -0.12105
H 3.06451 -1.35953 1.43437
H 3.12804 -1.92142 -0.23302
H 4.49936 -1.00146 0.43945
H 3.11497 2.05291 -0.64242
H 4.52351 1.10717 -0.26990
*
```

Calculated values
**E_LUMO**: 0.6 eV
**HOMO energy**: -7.609 eV
**SMILES**: C=CNC=S.CC(N)=S
**Frontier orbital gap**: 8.3 eV
**Molar mass**: 162.283 u

Charges in e, computed with Löwdin, in the same order as the atoms: C 0.006; C -0.197; N -0.052; C -0.847; S 0.563; H 0.050; H 0.056; H 0.117; H 0.132; H -0.095; C -0.110; C -0.864; N 0.078; S 0.722; H 0.081; H 0.080; H 0.071; H 0.105; H 0.105

=====

Short version: version a is the least stable of them.